The following is a DFT calculation (wB97M-V/def2-TZVPD) of an isolated molecule of C5H6O.

Results
Energy above the lowest of the compared OMol25 structures with the same formula, charge and spin = 104.51 kcal/mol
Gap between HOMO and LUMO = 9.82 eV

Element x y z (Å)
C: -1.073 1.053 0.030
C: -0.093 -0.078 0.236
O: -0.366 -0.750 1.403
C: 0.451 -0.785 -0.941
C: 1.479 -0.129 -0.106
C: 2.468 0.106 0.667
H: -2.057 0.587 -0.131
H: -0.841 1.650 -0.854
H: -1.154 1.693 0.910
H: 0.294 -0.287 -1.896
H: 0.431 -1.870 -0.970
H: 0.460 -1.190 1.653

The following is a DFT calculation (wB97M-V/def2-TZVPD) of C28H19BrCaF6N2O6S6 as an isolated structure in a non-equilibrium geometry.

Results
Total charge = -2
Energy above the lowest of the compared OMol25 structures with the same formula, charge and spin = 25.25 kcal/mol
Gap between HOMO and LUMO = 6.00 eV

Element x y z (Å)
Ca: 0.356 0.408 0.673
S: -2.594 -0.805 1.269
C: -2.383 -1.249 2.923
C: -2.908 -2.468 3.411
C: -2.757 -2.866 4.722
C: -2.070 -2.070 5.639
C: -1.548 -0.868 5.198
C: -1.699 -0.460 3.874
S: -0.945 1.077 3.415
C: -2.381 2.153 3.139
C: -2.904 2.278 1.732
C: -4.268 2.228 1.458
C: -4.683 2.426 0.157
C: -3.739 2.710 -0.820
C: -2.403 2.791 -0.446
C: -1.337 3.223 -1.414
S: -0.208 1.876 -1.895
C: 1.310 2.789 -2.035
C: 1.851 2.916 -3.311
C: 3.043 3.591 -3.516
C: 3.684 4.153 -2.416
C: 3.150 4.030 -1.148
C: 1.952 3.333 -0.897
S: 1.334 3.191 0.722
N: -2.002 2.557 0.801
H: -3.421 -3.105 2.703
H: -3.167 -3.821 5.032
H: -1.935 -2.387 6.665
H: -1.003 -0.223 5.877
H: -2.037 3.146 3.440
H: -3.168 1.848 3.827
H: -4.971 1.982 2.243
H: -5.733 2.349 -0.101
H: -4.026 2.882 -1.849
H: -0.719 3.970 -0.915
H: -1.788 3.649 -2.311
H: 1.323 2.467 -4.143
H: 3.464 3.671 -4.511
H: 4.621 4.684 -2.546
H: 3.668 4.453 -0.297
F: 5.494 0.201 -0.287
C: 4.651 0.399 0.732
F: 5.241 -0.026 1.854
F: 4.419 1.701 0.841
S: 3.087 -0.543 0.460
O: 2.447 0.114 -0.655
O: 2.340 -0.358 1.694
N: 3.561 -1.946 0.126
S: 3.938 -3.170 1.055
O: 5.353 -3.212 1.298
O: 3.043 -3.388 2.144
C: 3.640 -4.569 -0.164
F: 3.161 -4.164 -1.329
F: 4.817 -5.189 -0.403
F: 2.821 -5.464 0.373
Br: -0.714 -4.219 -5.955
C: -1.075 -3.062 -4.474
C: -1.975 -2.024 -4.649
C: -2.233 -1.191 -3.569
C: -1.589 -1.390 -2.357
C: -0.689 -2.436 -2.200
C: -0.437 -3.289 -3.270
C: 0.027 -2.687 -0.869
O: 0.489 -3.812 -0.692
O: 0.169 -1.665 -0.135
H: -2.462 -1.873 -5.603
H: -2.941 -0.378 -3.679
H: -1.790 -0.751 -1.508
H: 0.246 -4.114 -3.127

The following is a DFT calculation (wB97M-V/def2-TZVPD) of an isolated molecule of C2H4Br2O2 in a non-equilibrium geometry.

Results
Energy above the lowest of the compared OMol25 structures with the same formula, charge and spin = 23.67 kcal/mol
SMILES string = O[C@H](Br)[C@H](O)Br
Gap between HOMO and LUMO = 10.11 eV

Element x y z (Å)
O: -0.319 -1.444 0.253
C: -0.432 0.101 0.588
Br: -2.260 0.568 0.170
C: 0.574 0.733 -0.356
O: 0.648 0.231 -1.628
Br: 2.509 0.179 0.307
H: -1.146 -1.767 0.685
H: -0.349 0.321 1.619
H: 0.429 1.852 -0.157
H: 0.347 -0.775 -1.481

The following is a DFT calculation (wB97M-V/def2-TZVPD) of C14H32ClINO2P2W as an isolated structure in a non-equilibrium geometry.

Results
Spin multiplicity = 3
Total charge = +3
Gap between HOMO and LUMO (alpha / beta) = 3.95 / 4.29 eV
⟨S²⟩ = 2.04

Element x y z (Å)
C: 0.087 1.027 -8.336
C: 0.094 1.636 -6.961
H: 0.089 1.823 -9.094
H: -0.810 0.410 -8.460
H: 0.978 0.401 -8.465
O: 0.100 2.802 -6.657
I: 0.091 0.145 -5.386
W: 0.134 -0.660 -0.656
P: 2.395 0.080 -0.809
C: 3.298 1.263 0.234
C: 3.085 -1.527 -0.243
H: 4.172 -1.459 -0.404
H: 4.190 0.144 -2.442
H: 2.685 -2.369 -0.824
H: 2.635 -0.418 -3.170
H: 2.997 1.138 1.282
H: 2.892 -1.688 0.829
C: 3.099 0.294 -2.476
H: 4.379 1.093 0.132
H: 2.868 1.311 -2.817
H: 3.051 2.282 -0.085
P: -2.176 0.137 -0.767
C: -3.126 1.350 0.215
C: -2.895 0.338 -2.434
H: -2.525 -2.303 -0.844
H: -3.990 -1.385 -0.371
H: -2.696 -1.683 0.834
C: -2.902 -1.475 -0.228
H: -2.455 -0.393 -3.123
H: -3.987 0.206 -2.380
H: -4.204 1.164 0.093
H: -2.888 2.358 -0.145
H: -2.654 1.347 -2.791
H: -2.864 1.293 1.278
Cl: 0.022 -1.751 -2.724
O: 0.379 -0.151 1.271
C: 0.033 -0.561 2.431
C: 1.044 -1.143 3.384
C: 1.354 -0.147 4.493
C: 0.260 -0.091 5.568
C: -1.116 0.341 5.084
C: -1.781 -0.638 4.119
N: -1.252 -0.484 2.755
H: 0.635 -2.083 3.793
H: 1.947 -1.398 2.814
H: 2.314 -0.396 4.965
H: 1.495 0.849 4.052
H: 0.181 -1.075 6.048
H: 0.583 0.616 6.339
H: -1.792 0.446 5.937
H: -1.067 1.335 4.619
H: -1.625 -1.673 4.436
H: -2.862 -0.469 4.085
H: -1.898 -0.211 2.004